11 unconnected molecules or ions with the total composition C25H50ClN4O10S3. Source: OMol25; level of theory: wB97M-V/def2-TZVPD.

## Properties
charge: -1
Kohn-Sham gap: 8.30 eV
maximum force: 1.4 eV/A
energy relative to the best compared isomer or geometry (same formula, charge and spin): 0.0 kcal per mole

Each line ends with the Löwdin charge.
Geometry (Å):
Cl 0.2101 0.5230 0.6501  0.6304
O 0.5934 0.8337 -0.7076  -0.3586
O 0.3265 -0.9003 0.9385  -0.3674
O 1.0878 1.2265 1.5610  -0.3520
O -1.1719 0.8943 0.8926  -0.3708
C 3.3223 2.5987 -2.8780  -0.1280
O 3.8538 3.8754 -2.4287  -0.1369
H 4.0999 2.0178 -3.3769  0.0790
H 2.9781 2.0032 -2.0262  0.0568
H 2.5199 2.7559 -3.6031  0.0523
H 3.0997 4.4491 -2.2695  0.0561
C -3.1663 0.3497 4.3476  -0.1818
O -1.8389 0.3989 3.9042  -0.1139
H -3.1955 0.1146 5.4075  0.0784
H -3.7093 1.2885 4.1635  0.0810
H -3.7407 -0.4311 3.8262  0.0277
H -1.8319 0.5020 2.9379  0.0367
C -5.0295 1.4625 0.0253  -0.1555
O -5.6745 2.1637 -1.0472  -0.1313
H -3.9521 1.6833 0.0218  0.0729
H -5.4082 1.7709 1.0093  0.0783
H -5.1347 0.3906 -0.0960  0.0629
H -5.5731 3.1051 -0.9017  0.0660
N -0.6395 1.8151 -3.6110  0.0321
C 0.0850 2.0697 -4.7353  -0.1595
C -0.5387 3.0900 -5.4126  -0.1204
C -1.7322 3.4021 -4.6961  -0.1202
C -1.7259 2.6420 -3.5584  -0.1333
H -0.3210 1.1823 -2.8949  0.1142
H 1.0299 1.6041 -4.9471  0.0989
H -0.2632 3.5755 -6.3328  0.0806
H -2.4006 4.2056 -4.9573  0.0823
H -2.4004 2.5882 -2.7255  0.1036
N 0.7296 -6.3227 0.1104  0.0032
C 1.6680 -6.3976 -0.9042  -0.1347
C 1.8208 -5.1308 -1.4141  -0.1077
C 1.0195 -4.2443 -0.6277  -0.1243
C 0.3722 -5.0116 0.3081  -0.1127
H 0.3346 -7.1378 0.5264  0.1334
H 2.1367 -7.3414 -1.1169  0.0985
H 2.5189 -4.8383 -2.1829  0.0917
H 0.9353 -3.1752 -0.6946  0.0735
H -0.2930 -4.7184 1.0983  0.0790
N 3.3514 -0.7173 -0.1031  0.0313
C 4.4110 0.1280 -0.3006  -0.1420
C 5.4555 -0.6271 -0.7491  -0.1182
C 5.0249 -1.9845 -0.7573  -0.1103
C 3.6944 -1.9847 -0.4240  -0.1393
H 2.4539 -0.4757 0.2870  0.0754
H 4.3141 1.1674 -0.0429  0.1101
H 6.4162 -0.2320 -1.0410  0.0851
H 5.6203 -2.8234 -1.0728  0.0809
H 3.0466 -2.8392 -0.3352  0.0783
N -2.5825 -3.0102 -3.3910  0.0046
C -3.7248 -2.2373 -3.5568  -0.1356
C -3.5656 -1.1206 -2.8033  -0.1087
C -2.3515 -1.2634 -2.0569  -0.0998
C -1.7260 -2.3909 -2.5412  -0.1295
H -2.4233 -3.8858 -3.8382  0.1333
H -4.5064 -2.5296 -4.2314  0.0985
H -4.2857 -0.3179 -2.7306  0.0900
H -1.8633 -0.5697 -1.3936  0.0709
H -0.7353 -2.7554 -2.3231  0.0944
C 0.9281 7.1768 1.3080  -0.2709
S 0.6363 5.6373 2.2140  0.8097
O -0.6738 5.7704 2.8826  -0.5539
C 0.3806 4.6184 0.7661  -0.2736
H 1.5424 7.8154 1.9360  0.0360
H -0.0099 7.6604 1.0405  0.0560
H 1.4463 6.9613 0.3721  0.0411
H 0.0253 3.6295 1.0520  0.0309
H 1.2550 4.5779 0.1174  0.0486
H -0.4219 5.0108 0.1251  0.0664
C 3.6089 1.0151 4.0444  -0.2683
S 4.6835 -0.3803 4.3455  0.7866
O 4.6966 -0.5555 5.8211  -0.5692
C 3.5655 -1.6348 3.7352  -0.2626
H 3.4458 1.2407 2.9898  0.0406
H 4.1113 1.8687 4.4942  0.0465
H 2.6486 0.8166 4.5193  0.0617
H 3.2915 -1.5121 2.6874  0.0409
H 2.6447 -1.5266 4.3235  0.0605
H 3.9859 -2.6096 3.9554  0.0462
C -3.4574 -1.7229 1.5586  -0.2635
S -3.9224 -2.9875 2.7445  0.8129
O -5.2404 -3.4896 2.2656  -0.5616
C -2.6738 -4.1810 2.2235  -0.2713
H -4.1279 -0.8831 1.7006  0.0350
H -3.5878 -2.1016 0.5438  0.0585
H -2.4123 -1.4567 1.7269  0.0408
H -2.9845 -4.5171 1.2315  0.0616
H -2.6860 -5.0489 2.8760  0.0475
H -1.7227 -3.6550 2.2222  0.0370